1.
DFT (wB97M-V/def2-TZVPD) results for a structure of composition C2H7N3S.

- Energy relative to the best compared isomer or geometry (same formula, charge and spin): 151.86 kcal per mole
- LUMO: -0.224 eV
- Total charge: 0

Structure (XYZ):
```
13
Properties=species:S:1:pos:R:3:nbo_charge:R:1
C 0.99740 0.26220 -0.27394 -0.316
C -0.57105 0.32263 -0.30017 0.383
H 1.03120 -1.17488 1.28542 0.361
H 2.85817 -0.77663 0.05689 0.351
H 1.79788 0.36797 -1.33747 0.227
H 1.37023 1.16450 0.45006 0.198
H -0.24982 2.03222 0.05797 0.354
H -0.80277 -1.71116 -0.44950 0.395
H -2.51463 0.81227 0.90994 0.254
N 1.45697 -1.23193 0.22341 -0.814
N -1.18597 1.40215 -0.00848 -0.708
N -1.24556 -0.90055 -0.62558 -0.681
S -2.94205 -0.56880 0.01147 -0.004
```

2.
DFT (wB97M-V/def2-TZVPD) results for an isolated molecule of C2H7N3S.

- Energy relative to the best compared isomer or geometry (same formula, charge and spin): 56.68 kcal per mole
- LUMO: 0.578 eV
- Total charge: 0
- SMILES: [H]/N=C(/N)N(C)S

Structure (XYZ):
```
13
Properties=species:S:1:pos:R:3:nbo_charge:R:1
C 0.04627 -0.58231 1.57915 -0.423
C 0.10792 0.55952 -0.74989 0.576
H -0.68361 -1.10564 2.13139 0.206
H 1.00793 -1.06450 2.06995 0.210
H 0.01551 0.45209 1.98290 0.227
H 1.12051 -1.99955 -1.63490 0.078
H -0.32230 2.54343 -0.65294 0.415
H -0.99451 1.60103 0.76418 0.385
H 0.23715 -0.13845 -2.58287 0.355
N -0.11945 -0.67426 -0.02614 -0.664
N -0.27545 1.72589 0.09921 -0.882
N 0.08503 0.68694 -2.06714 -0.731
S -0.22499 -2.00420 -0.91292 0.249
```

3.
DFT (wB97M-V/def2-TZVPD) results for an isolated molecule of C2H7N3S.

- Energy relative to the best compared isomer or geometry (same formula, charge and spin): 40.00 kcal per mole
- LUMO: 0.811 eV
- Total charge: 0
- SMILES: [H]/N=C(\NN)SC

Structure (XYZ):
```
13
Properties=species:S:1:pos:R:3:nbo_charge:R:1
C 0.35486 2.12288 0.68351 -0.800
C 0.40741 -0.47515 -0.25484 0.295
H 1.21644 2.42882 -0.00561 0.253
H 0.76932 1.79397 1.75590 0.232
H -0.25037 3.02845 0.96786 0.243
H 2.11910 -1.15284 0.05964 0.341
H 0.19670 -2.56405 -0.53382 0.381
H -2.19654 -1.40690 0.03486 0.353
H -1.64466 -0.97157 -1.51441 0.344
N 1.64938 -0.30255 -0.15597 -0.746
N -0.30635 -1.62680 -0.32901 -0.488
N -1.62030 -1.76363 -0.76212 -0.612
S -0.69499 0.88935 0.05402 0.204
```

4.
DFT (wB97M-V/def2-TZVPD) results for an isolated molecule of C2H7N3S.

- Energy relative to the best compared isomer or geometry (same formula, charge and spin): 39.14 kcal per mole
- LUMO: 0.811 eV
- Total charge: 0
- SMILES: CN/N=C\NS

Structure (XYZ):
```
13
Properties=species:S:1:pos:R:3:nbo_charge:R:1
C -2.38750 -0.22521 -0.19533 -0.399
C 0.94064 0.92201 -0.04480 0.201
H -2.89001 0.42461 0.50109 0.180
H -2.77351 -1.29148 -0.11776 0.195
H -2.58724 0.20173 -1.19983 0.200
H -0.69647 -0.98429 0.72175 0.351
H 1.47137 1.87084 -0.09742 0.197
H 1.31980 -1.12473 -0.33700 0.406
H 3.77896 0.03269 1.07710 0.104
N -0.96027 -0.32443 -0.04071 -0.497
N -0.33572 0.88944 -0.06913 -0.305
N 1.71799 -0.27730 0.03327 -0.802
S 3.40195 -0.11388 -0.23123 0.168
```